No. 1
Entry from the OMol25 dataset: a 2-piece molecular cluster, C3H9O2S overall in a non-equilibrium geometry (the ωB97M-V functional and the def2-TZVPD basis).

Structure (XYZ):
```
15
Properties=species:S:1:pos:R:3:forces:R:3
C 1.2893 -0.1884 0.4102 1.07 -0.22 0.05
O 0.1035 -0.1754 1.0559 -0.05 -0.18 0.30
C 1.2109 0.4217 -1.0112 -0.43 0.59 -0.31
C -0.0058 1.3403 -1.1214 -0.29 -0.28 0.41
S -1.5615 0.4814 -1.5453 0.17 -0.04 -0.29
H 1.7068 -1.2104 0.2521 -0.13 -0.13 0.07
H 2.1687 0.3033 0.9283 -0.54 0.22 0.21
H 2.0439 1.0740 -1.3156 0.35 -0.53 0.30
H 1.1438 -0.4243 -1.6858 -0.09 0.13 -0.60
H 0.1581 2.1731 -1.7980 -0.16 0.00 -0.28
H -0.2075 1.7109 -0.1202 0.14 0.27 0.05
H -1.3433 -0.4106 -0.5562 -0.08 0.08 0.15
H 1.2831 -1.7350 3.1212 -0.29 -0.15 0.06
H 0.1301 -1.2905 2.2332 0.04 0.03 0.03
O 0.3488 -1.9459 2.9859 0.29 0.21 -0.15
```
Positions in Å, forces in eV/Å.

Values from the calculation:
Frontier orbital gap: 7.151 eV
DFT total energy: -668.377424 Ha
Charge: -1
2S+1: 1

Mulliken population analysis, charges in e, atoms 1 to 6: -0.379, -0.933, -0.566, -0.613, -0.348, 0.248



No. 2
Entry from the OMol25 dataset: a 2-piece molecular cluster, C3H9O3 overall in a non-equilibrium geometry (the ωB97M-V functional and the def2-TZVPD basis).

Structure (XYZ):
```
15
Properties=species:S:1:pos:R:3:forces:R:3
C -0.5243 0.3402 0.1698 -0.93 -3.15 0.80
O -1.6149 -0.4979 -0.0928 0.55 1.68 -0.68
C 0.5423 -0.4505 1.0097 0.06 0.54 0.11
C 1.6791 -1.1665 0.2542 1.52 -0.74 -1.67
O 2.1887 -0.5290 -1.0578 -2.40 1.93 2.84
H -0.0508 0.7429 -0.6983 0.59 0.39 -1.50
H -0.7831 1.2386 0.7089 -0.31 0.61 0.81
H -0.0064 -1.1804 1.6299 0.11 -0.04 -0.64
H 0.8521 0.2541 1.7426 1.16 0.79 0.72
H 2.6870 -1.4797 0.7649 -2.23 0.65 -0.31
H 1.1707 -2.0236 -0.1644 0.26 -0.75 0.24
H 1.5750 0.2793 -0.9623 1.52 -1.39 -1.12
H -2.4301 2.3153 -1.0819 1.05 0.99 0.62
H -2.4002 0.6203 -0.9064 -0.49 1.46 -0.05
O -2.8852 1.5369 -1.3161 -0.46 -2.97 -0.19
```
Positions in Å, forces in eV/Å.

Values from the calculation:
Frontier orbital gap: 7.554 eV
DFT total energy: -345.382890 Ha
Charge: -1
2S+1: 1

Mulliken population analysis, charges in e, atoms 1 to 6: -0.270, -0.921, -0.780, -0.221, -0.554, 0.220



No. 3
Entry from the OMol25 dataset: a 2-piece molecular cluster, C3H9O3 overall in a non-equilibrium geometry (the ωB97M-V functional and the def2-TZVPD basis).

Structure (XYZ):
```
15
Properties=species:S:1:pos:R:3:forces:R:3
C 0.4882 0.4409 0.0765 0.72 -0.67 0.31
C -0.1355 0.3110 1.4455 -1.38 0.46 -0.59
O -1.6201 0.4022 1.3324 1.07 0.38 -0.22
C 2.0433 0.2102 0.0262 -0.42 -0.38 -0.42
O 2.5339 0.3688 -1.2069 0.12 0.20 0.17
H 0.0502 -0.3000 -0.5972 -0.04 0.12 -0.17
H 0.3726 1.4518 -0.3215 -0.37 0.05 -0.07
H 0.1762 1.1754 2.0183 0.25 -0.05 0.65
H 0.0135 -0.6238 1.9719 0.45 -0.10 -0.03
H -1.6509 1.1418 0.7123 -0.64 -0.06 0.06
H 2.1803 -0.8351 0.4241 0.06 0.05 0.22
H 2.4590 0.8878 0.8221 0.14 0.03 0.01
H -2.1479 -0.7662 -1.1121 -0.03 -0.11 0.22
H -1.8195 -1.9547 -1.9810 0.27 -0.14 -0.15
O -2.5412 -1.5625 -1.4919 -0.21 0.22 0.03
```
Positions in Å, forces in eV/Å.

Values from the calculation:
Frontier orbital gap: 6.296 eV
DFT total energy: -345.394465 Ha
Charge: -1
2S+1: 1

Mulliken population analysis, charges in e, atoms 1 to 6: -0.261, -0.329, -0.539, -0.538, -0.883, -0.049



No. 4
Entry from the OMol25 dataset: a 2-piece molecular cluster, C3H9O3 overall in a non-equilibrium geometry (the ωB97M-V functional and the def2-TZVPD basis).

Structure (XYZ):
```
15
Properties=species:S:1:pos:R:3:forces:R:3
C 0.1817 -0.7441 0.3114 0.90 -0.62 0.15
O 1.0753 0.2726 0.1561 -0.40 0.92 -0.74
C -1.1573 -0.2378 0.8906 0.26 -1.18 -1.33
C -1.9065 0.3086 -0.3294 -1.36 2.59 -0.28
O -1.0993 0.8138 -1.4110 0.97 -0.81 1.11
H -0.0706 -1.2748 -0.6547 0.00 0.22 0.37
H 0.6468 -1.5439 0.9072 -0.29 -0.30 0.54
H -0.9844 0.5427 1.6305 0.05 -0.21 0.11
H -1.6933 -1.1219 1.2846 -0.07 0.54 0.19
H -2.6815 -0.3496 -0.7547 0.45 -0.24 0.19
H -2.4492 1.2474 -0.0312 -0.21 -0.86 0.23
H -0.1798 0.7997 -0.9792 -0.23 0.29 -0.66
H 4.0320 0.7138 0.0694 0.30 0.21 0.36
H 2.6572 0.3837 -0.4741 -0.18 -0.77 0.18
O 3.6290 0.1900 -0.6155 -0.18 0.23 -0.43
```
Positions in Å, forces in eV/Å.

Values from the calculation:
Frontier orbital gap: 7.829 eV
DFT total energy: -345.421836 Ha
Charge: -1
2S+1: 1

Mulliken population analysis, charges in e, atoms 1 to 6: -0.700, -0.985, -0.341, -0.528, -0.585, 0.258



No. 5
Entry from the OMol25 dataset: a 3-piece molecular cluster, C3H9O3P overall in a non-equilibrium geometry (the ωB97M-V functional and the def2-TZVPD basis).

Structure (XYZ):
```
16
Properties=species:S:1:pos:R:3:forces:R:3
C 0.4235 -0.8134 1.7918 2.08 0.16 -1.40
P 0.4685 0.3287 0.5709 1.32 -1.59 1.95
O -0.9449 1.0037 0.8742 -2.06 0.73 -1.13
C -1.5874 1.6466 -0.2465 0.62 3.67 2.03
H 1.1377 -1.6076 2.0046 0.55 0.55 -0.43
H -0.3860 -0.9598 2.4156 -2.01 0.17 1.00
H -2.4908 1.2506 -0.6533 -0.33 -1.05 0.09
H -0.8716 1.9062 -0.9974 0.51 -0.50 -0.90
H -1.8307 2.7162 0.1267 -0.08 -1.64 -0.36
C -0.6632 -2.2749 -1.3163 1.89 -0.15 -0.62
O -0.6117 -1.1078 -1.0363 -1.54 0.03 -0.22
H -1.3837 -2.9967 -0.8297 0.53 0.49 -0.63
H 0.2088 -2.5538 -2.0102 -1.43 -0.86 0.64
O 2.6023 -1.8058 -2.2113 2.22 -0.19 4.99
H 2.5009 -1.3928 -3.0060 -0.38 1.88 -3.42
H 3.2371 -1.1987 -1.6667 -1.89 -1.70 -1.58
```
Positions in Å, forces in eV/Å.

Values from the calculation:
Frontier orbital gap: 8.539 eV
Structure (SMILES): C=POC.C=O.O
DFT total energy: -686.659891 Ha
2S+1: 1

Mulliken population analysis, charges in e, atoms 1 to 6: -0.668, 0.146, -0.234, -0.758, 0.316, 0.308



No. 6
Entry from the OMol25 dataset: an isolated ion of composition C3H9O3P2 and charge -1 in a non-equilibrium geometry (the ωB97M-V functional and the def2-TZVPD basis).

Structure (XYZ):
```
17
Properties=species:S:1:pos:R:3:forces:R:3
C 1.3205 0.1676 1.2835 0.72 1.02 -0.72
C 0.1572 -0.1679 0.3427 -1.20 -0.57 -0.31
P -1.1985 1.0208 0.0373 1.98 2.00 0.63
C -0.2857 2.1353 -1.2007 -2.23 -0.81 -2.26
O -2.0757 0.2225 -1.0266 -1.10 0.36 -1.11
P -1.0253 -1.8058 0.9090 4.21 0.83 2.79
O -1.4979 -2.2923 -0.3867 -1.41 -0.99 -3.12
O 0.4490 -2.7074 1.2618 0.44 -0.96 -0.52
H 1.9296 1.1632 1.0900 -1.49 -1.49 0.16
H 2.0849 -0.6136 1.1007 -0.45 0.22 0.70
H 0.9567 0.1947 2.3249 0.46 -0.16 -0.29
H 0.4909 -0.4717 -0.6742 0.07 -0.03 0.50
H -1.0818 2.6275 -1.8954 1.18 -0.48 1.37
H 0.2949 1.5246 -1.9250 -0.16 0.03 0.54
H 0.3544 2.8703 -0.8041 0.68 1.02 0.75
H -1.9112 -0.7259 -0.9993 0.06 -1.27 -0.11
H 1.0380 -3.1417 0.5618 -1.74 1.27 1.00
```
Positions in Å, forces in eV/Å.

Values from the calculation:
Frontier orbital gap: 7.319 eV
Structure (SMILES): C[C@H](P(C)O)P([O-])O
DFT total energy: -1028.215437 Ha
Charge: -1
2S+1: 1

Mulliken population analysis, charges in e, atoms 1 to 6: -0.896, -0.295, 0.019, -1.041, -0.384, 0.048



No. 7
Entry from the OMol25 dataset: a 4-piece molecular cluster, C3H9O4 overall in a non-equilibrium geometry (the ωB97M-V functional and the def2-TZVPD basis).

Structure (XYZ):
```
16
Properties=species:S:1:pos:R:3:forces:R:3
O 3.7116 -0.6357 0.0548 0.04 0.35 -0.22
C 2.9286 -1.5128 -0.2218 0.24 -0.57 0.25
O -2.1178 0.5442 -2.0806 -0.29 -0.29 0.33
C 1.4806 -1.4310 0.0025 -0.24 -0.35 1.33
C 0.8678 -0.2718 0.5195 1.46 0.43 -1.08
H 1.0323 -2.4111 0.1532 -0.26 0.02 -0.45
H 3.3027 -2.5196 -0.4889 -0.04 0.11 -0.32
H 0.4031 -0.3880 1.5191 -0.64 0.18 0.00
H 1.6345 0.4965 0.5917 0.01 0.26 0.10
H 0.1446 0.2476 -0.1424 -0.55 0.00 0.46
H -4.7995 1.6025 -0.2892 0.15 -0.07 0.15
H -3.0438 0.7933 -1.6793 0.48 0.27 -0.21
O -4.2497 1.3206 -1.0201 -0.46 0.01 -0.21
H 0.2323 2.3213 2.5005 0.10 -0.27 0.10
H -1.7139 0.2343 -1.2641 0.12 -0.02 -0.08
O 0.1866 1.6095 1.8450 -0.11 -0.05 -0.15
```
Positions in Å, forces in eV/Å.

Values from the calculation:
Frontier orbital gap: 2.414 eV
DFT total energy: -420.429758 Ha
Charge: -1
2S+1: 1

Mulliken population analysis, charges in e, atoms 1 to 6: -0.445, 0.016, -0.737, -0.030, -0.747, 0.312



No. 8
Entry from the OMol25 dataset: a 3-piece molecular cluster, C3H9O4S2 overall in a non-equilibrium geometry (the ωB97M-V functional and the def2-TZVPD basis).

Structure (XYZ):
```
18
Properties=species:S:1:pos:R:3:forces:R:3
C 1.2447 0.3424 1.2551 0.22 0.00 0.94
C -0.0270 -0.4872 1.5484 -0.52 1.14 -0.57
O -1.0337 0.2268 1.7895 0.14 -0.19 0.55
O 0.0149 -1.7211 1.4034 0.39 -0.30 0.26
C 2.1392 -0.2326 0.2094 1.39 -0.06 -0.80
S 1.3884 -0.5148 -1.4286 -0.46 0.41 0.27
S 0.4373 1.3025 -1.7647 0.39 -0.15 -0.12
H 1.0188 1.4034 1.1548 -0.40 -0.12 -0.85
H 1.8197 0.4331 2.1689 0.37 -0.58 0.57
H 3.0716 0.3212 0.0610 -0.33 0.74 -0.09
H 2.6018 -1.1861 0.4617 -0.78 -0.53 0.27
H -0.5466 1.2074 -0.8566 -0.20 -0.16 0.04
H -1.2528 -1.3571 -0.3127 0.05 -0.02 -0.10
H -2.2800 -1.7052 0.6735 0.03 0.23 -0.01
O -2.2143 -1.3431 -0.2212 -0.37 -0.33 -0.24
H -2.7488 0.7327 0.5133 0.38 -1.49 -0.20
H -2.5238 2.0209 1.1262 -0.01 0.12 0.01
O -3.0658 1.6210 0.4372 -0.30 1.28 0.08
```
Positions in Å, forces in eV/Å.

Values from the calculation:
Frontier orbital gap: 8.249 eV
DFT total energy: -1217.136590 Ha
Charge: -1
2S+1: 1

Mulliken population analysis, charges in e, atoms 1 to 6: -0.682, 0.423, -0.738, -0.709, -0.636, -0.140



Q: Which ΔE to the lowest compared entry with this formula, charge and spin values were calculated for the entries above? A: 0.446 1.380 1.065 0.320 3.748 0.933 8.793 0.040, in eV.